Entry 1:
{
  "formula": "C11H16Cl3GdNO2P",
  "method": "wB97M-V/def2-TZVPD",
  "de_lowest_kcal_mol": 0.0,
  "multiplicity": 8,
  "lumo_energy_ev": [-8.13, -10.12],
  "total_charge": 2,
  "gap_ev": [7.59, 5.61],
  "homo_ev": [-15.723, -15.723],
  "species": ["C", "N", "O", "C", "C", "P", "H", "H", "H", "C", "H", "C", "H", "H", "H", "C", "Gd", "C", "Cl", "C", "H", "C", "H", "Cl", "H", "H", "H", "O", "Cl", "H", "C", "C", "H", "H", "H"],
  "coordinates": [[0.13, -1.84, 4.05], [0.19, -0.04, 2.47], [-2.75, 0.89, 0.15], [0.45, -1.32, 2.80], [-0.46, -1.01, 5.01], [0.02, 1.15, -2.08], [-0.11, -0.96, -3.29], [1.58, -0.50, -2.93], [-2.25, 0.89, -2.87], [-0.45, 0.77, 3.36], [-0.07, -4.15, -1.85], [0.57, -3.38, -1.38], [1.23, -2.89, -2.13], [1.21, 2.60, -3.62], [0.38, -2.87, 4.29], [-0.76, 0.30, 4.65], [0.78, 1.45, 0.72], [1.18, 2.51, -2.53], [2.03, -0.60, -0.27], [-0.22, -2.40, -0.79], [2.19, 2.28, -2.16], [-1.61, 1.09, 0.14], [-1.23, 1.85, -4.01], [0.79, 3.88, 1.22], [0.85, 3.45, -2.08], [0.67, 0.35, -4.23], [1.24, -3.79, -0.60], [-1.04, -1.77, -0.27], [-1.41, 1.38, 5.79], [0.94, -1.92, 2.03], [-1.48, 1.68, -2.95], [0.60, -0.12, -3.24], [-0.64, 1.80, 3.07], [-1.86, 2.59, -2.49], [-0.68, -1.34, 6.02]]
}

=====

Entry 2:
{
  "formula": "C2H7N4S2",
  "method": "wB97M-V/def2-TZVPD",
  "de_lowest_kcal_mol": 192.2,
  "lumo_energy_ev": [-7.77, -7.78],
  "total_charge": 1,
  "gap_ev": [3.87, 3.87],
  "homo_ev": [-11.646, -11.646],
  "species": ["H", "H", "N", "N", "N", "C", "S", "C", "H", "S", "H", "H", "N", "H", "H"],
  "coordinates": [[-1.24, 2.79, -1.21], [0.69, -2.61, 0.46], [1.89, 0.45, -0.59], [-0.08, 1.44, -0.14], [2.99, 0.00, -0.50], [-0.32, -2.32, 0.30], [5.64, -0.92, 0.24], [-0.84, 2.62, -0.17], [-0.83, -2.93, -0.42], [4.19, 0.36, 0.62], [-1.53, 2.50, 0.60], [5.24, -1.86, 1.00], [1.07, 1.31, -0.34], [-0.26, 3.52, 0.11], [-0.78, -1.53, 0.81]]
}

=====

Entry 3:
{
  "formula": "C9H36F2N19O13S2",
  "method": "wB97M-V/def2-TZVPD",
  "de_lowest_kcal_mol": 18.9,
  "lumo_energy_ev": 1.95,
  "total_charge": -1,
  "gap_ev": 9.41,
  "homo_ev": -7.458,
  "species": ["H", "N", "H", "H", "H", "N", "H", "O", "H", "H", "N", "H", "O", "H", "H", "C", "O", "H", "C", "H", "N", "S", "N", "C", "C", "O", "H", "H", "H", "N", "N", "N", "N", "H", "N", "N", "H", "H", "N", "N", "H", "F", "F", "O", "H", "O", "H", "H", "H", "S", "H", "H", "H", "O", "N", "C", "O", "O", "O", "H", "N", "C", "H", "C", "O", "H", "H", "C", "H", "H", "O", "H", "H", "N", "H", "N", "N", "C", "H", "N", "O"],
  "coordinates": [[-3.62, -19.34, -25.29], [3.65, -17.13, -22.79], [1.51, -21.75, -29.92], [0.83, -15.60, -22.64], [2.72, -22.07, -24.48], [3.74, -19.99, -19.70], [3.88, -16.90, -23.73], [5.74, -17.34, -29.42], [-4.23, -21.00, -26.48], [7.06, -21.28, -24.20], [0.19, -18.32, -29.51], [-2.07, -18.66, -25.37], [2.08, -17.22, -21.13], [-1.56, -24.15, -24.39], [0.46, -19.02, -28.84], [5.16, -18.39, -29.22], [0.41, -23.85, -29.60], [5.45, -20.40, -28.59], [-3.41, -23.28, -24.03], [1.27, -21.13, -28.25], [-3.41, -21.09, -27.06], [2.66, -19.32, -25.66], [2.16, -20.27, -24.53], [7.91, -19.39, -24.69], [4.45, -23.33, -24.46], [9.11, -19.57, -24.50], [-0.26, -23.97, -27.09], [2.21, -21.16, -21.16], [3.12, -20.59, -19.19], [-2.06, -23.32, -24.11], [7.38, -18.15, -24.91], [3.81, -18.56, -29.32], [1.26, -21.85, -28.96], [4.63, -21.97, -22.91], [0.26, -23.17, -27.40], [-4.01, -24.51, -23.93], [3.28, -17.71, -29.35], [0.79, -17.54, -29.66], [5.00, -22.82, -23.31], [-2.71, -19.36, -25.71], [2.10, -15.66, -23.86], [0.54, -19.55, -22.81], [4.25, -19.56, -25.46], [0.12, -18.55, -24.89], [6.01, -20.14, -24.73], [-0.22, -20.99, -24.48], [-1.56, -22.45, -24.19], [-3.48, -25.35, -23.83], [2.91, -23.37, -25.61], [0.55, -19.79, -24.36], [-5.01, -24.54, -23.95], [5.86, -23.25, -23.05], [6.79, -19.36, -28.47], [4.91, -19.61, -21.62], [-1.58, -19.57, -30.26], [0.58, -23.02, -28.72], [2.66, -17.90, -25.54], [-4.04, -22.24, -24.04], [-0.88, -17.76, -31.43], [-3.60, -21.39, -28.00], [3.14, -22.97, -24.71], [2.44, -16.84, -22.23], [4.47, -19.52, -19.20], [-2.45, -20.17, -26.76], [-1.38, -20.05, -27.37], [6.42, -17.98, -24.66], [3.43, -19.47, -29.12], [3.92, -20.08, -21.05], [0.47, -22.45, -26.74], [2.69, -20.47, -22.68], [5.07, -24.09, -25.19], [8.08, -17.45, -25.08], [-2.21, -19.91, -30.96], [2.91, -20.70, -21.72], [-1.47, -20.13, -29.42], [1.70, -15.96, -22.99], [6.99, -20.39, -24.66], [-0.78, -18.49, -30.45], [4.13, -17.92, -22.36], [5.82, -19.48, -28.72], [2.53, -19.88, -26.98]]
}

=====

Entry 4:
{
  "formula": "C40H66N2O25",
  "method": "wB97M-V/def2-TZVPD",
  "de_lowest_kcal_mol": 118.5,
  "smiles": "O=[N+]([O-])c1ccccc1.O=[N+]([O-])c1ccccc1.CCOC(=O)OC.CCOC(=O)OC.CCOC(=O)OC.CCOC(=O)OC.CCOC(=O)OC.CCOC(=O)OC.CCOC(=O)OC",
  "lumo_energy_ev": -0.85,
  "total_charge": 0,
  "gap_ev": 9.18,
  "homo_ev": -10.028,
  "species": ["H", "H", "H", "H", "C", "O", "H", "C", "O", "H", "O", "C", "C", "O", "H", "C", "C", "H", "H", "C", "H", "H", "H", "H", "O", "O", "H", "H", "H", "N", "C", "C", "C", "H", "C", "C", "O", "H", "C", "C", "H", "H", "C", "H", "O", "H", "H", "O", "C", "C", "O", "H", "O", "H", "H", "C", "C", "O", "C", "H", "C", "C", "C", "H", "H", "O", "C", "C", "H", "H", "C", "H", "H", "C", "O", "H", "C", "H", "O", "H", "H", "H", "H", "H", "H", "O", "C", "H", "C", "H", "C", "C", "C", "H", "C", "H", "H", "O", "H", "C", "H", "O", "C", "H", "O", "H", "H", "H", "O", "O", "N", "H", "H", "H", "C", "H", "O", "H", "C", "C", "H", "H", "H", "C", "H", "O", "H", "H", "O", "O", "H", "H", "H"],
  "coordinates": [[4.67, -5.13, -0.93], [7.35, 8.51, 7.81], [-2.41, 5.62, -3.87], [-2.21, 4.41, 9.39], [3.94, 6.48, 4.51], [-2.61, 3.97, 5.21], [2.41, 8.77, -2.16], [7.38, 9.50, 7.35], [-4.62, 5.10, 4.71], [-2.32, 6.18, 8.18], [-8.02, 1.07, -1.10], [-2.17, 3.57, -3.23], [3.73, 6.59, -3.15], [2.71, 6.02, -2.82], [5.20, 4.63, -5.35], [-1.03, -5.51, -4.67], [-4.58, -14.11, -2.64], [-5.94, -0.71, -0.62], [-4.83, -14.96, -3.26], [3.00, 0.26, 0.44], [5.19, 9.59, -1.38], [-7.53, -1.18, 0.00], [-0.08, -3.40, 2.70], [8.28, 8.72, 5.51], [-3.16, -9.84, -0.34], [9.26, -6.17, 2.08], [0.31, -8.97, -8.23], [-1.08, -5.98, -3.69], [-0.07, -3.64, 0.97], [-3.49, -10.93, 0.09], [-4.81, -14.20, -1.24], [0.24, -9.27, -7.19], [4.82, -7.03, -0.03], [6.51, 9.98, 7.78], [7.47, 9.37, 5.85], [3.40, 8.57, -1.75], [-0.73, -8.39, -6.61], [-1.72, 4.01, 3.28], [-5.55, 7.95, -4.00], [-6.57, -0.76, 0.27], [8.28, 10.00, 7.72], [-3.09, -5.10, -4.58], [-2.67, 4.13, 8.44], [-1.54, 5.19, 7.01], [9.18, -4.72, 0.46], [-0.07, -10.32, -7.20], [-9.57, 2.26, -1.74], [-3.84, 5.16, -2.52], [-4.40, -13.20, -0.40], [5.32, -5.76, -0.35], [4.61, 7.69, 4.63], [-6.44, -1.73, 2.15], [-6.79, 0.57, 0.74], [-7.97, 2.75, -2.38], [-3.77, 4.40, -4.37], [-5.81, -1.55, 1.28], [6.94, -7.46, 1.01], [2.74, -0.95, 1.12], [7.34, -6.14, 0.75], [-3.74, 4.00, 8.60], [-4.01, -12.94, -3.12], [-7.71, 1.45, 0.17], [-3.05, 4.77, -3.63], [-1.64, 3.68, -2.29], [-3.80, -12.94, -4.18], [-5.46, 6.41, -1.52], [-3.57, -11.87, -2.27], [-3.65, 4.87, 5.47], [2.64, 1.02, 1.14], [-5.83, 8.49, -3.10], [4.36, 4.87, -4.70], [4.19, 6.09, 3.53], [-4.85, -1.07, 1.48], [4.53, 0.49, 0.39], [4.64, 6.07, -3.98], [5.30, -8.87, 0.81], [-4.76, 6.22, -2.53], [6.76, -4.25, -0.12], [6.48, 6.76, 5.44], [-1.34, 3.38, -3.90], [-3.25, -10.93, -2.68], [-8.83, 1.35, -2.98], [-2.70, 2.62, -3.28], [3.90, -7.31, -0.52], [-5.62, -2.51, 0.80], [1.64, -2.73, 1.68], [6.53, -5.28, 0.12], [4.98, -0.18, -0.34], [0.56, -3.64, 1.86], [-5.18, -15.13, -0.83], [-2.46, 5.28, 7.58], [5.77, 7.74, 5.18], [-0.33, -7.53, -5.71], [-2.15, 3.23, 8.13], [-8.59, 1.91, -2.08], [3.85, 10.73, -1.65], [3.14, 7.95, -0.89], [4.11, 7.78, -2.70], [-3.23, 3.45, 3.16], [4.13, 9.78, -1.19], [-6.44, 7.62, -4.53], [-1.27, -6.56, -5.61], [1.52, -1.52, 1.27], [-0.05, -5.05, -4.81], [6.18, 8.99, 5.25], [2.87, 6.65, 4.56], [3.48, 5.04, -5.32], [4.73, 1.49, 0.01], [-3.69, -11.18, 1.28], [-3.57, 5.43, 6.71], [8.66, -5.65, 1.16], [-4.35, -13.46, 0.64], [4.20, 5.65, 5.18], [-2.38, -4.31, -5.97], [-2.20, -4.56, -4.92], [1.22, -9.23, -6.72], [0.46, -0.99, 0.87], [-5.03, 8.61, -4.70], [-3.84, -11.98, -0.88], [-2.41, 3.42, 3.88], [5.07, 0.34, 1.33], [2.56, 0.24, -0.55], [0.91, -4.67, 1.92], [5.66, -7.86, 0.64], [4.08, 9.83, -0.10], [-4.77, 6.82, -3.74], [7.60, -8.21, 1.42], [-2.03, 2.42, 4.11], [-8.08, 2.52, 0.62], [0.67, -7.64, -5.00], [7.66, 10.35, 5.41], [4.23, 3.98, -4.09], [-2.18, -3.66, -4.31]]
}